No. 1
{
  "formula": "C10H21NO15Y",
  "method": "wB97M-V/def2-TZVPD",
  "elements": ["Y", "O", "C", "O", "O", "H", "O", "C", "O", "O", "H", "O", "C", "O", "O", "H", "O", "C", "O", "O", "H", "C", "C", "C", "O", "C", "N", "H", "H", "H", "H", "H", "H", "H", "H", "H", "H", "H", "C", "C", "O", "O", "H", "H", "H", "H", "H", "H"],
  "coordinates": [[0.5756, -0.1234, -0.1238], [1.1157, 3.5128, 2.6410], [1.6854, 2.5265, 1.9547], [0.9766, 1.5410, 1.4980], [2.8468, 2.6879, 1.5861], [1.9513, 3.9804, 2.7102], [-0.2907, -3.2773, -2.6083], [0.0694, -2.2639, -1.8717], [0.9621, -2.2976, -1.0842], [-0.5236, -1.1858, -1.9693], [0.2410, -4.0450, -2.3859], [3.7763, 1.2061, -3.1298], [3.3948, 1.2666, -1.8265], [2.3603, 0.6853, -1.4274], [4.1193, 1.8559, -1.0282], [4.6220, 1.6477, -3.2370], [3.5713, -1.5241, 2.8916], [3.3786, -0.8399, 1.8295], [2.4274, -1.0025, 1.0797], [4.2230, 0.0745, 1.5720], [4.4419, -1.1310, 2.9868], [-3.0865, -1.3141, 0.4145], [-2.4323, -0.2262, 1.3120], [-1.5638, -0.8526, 2.3687], [-0.4193, -1.6287, 1.8480], [-0.2039, -2.8952, 2.4550], [-1.6704, 0.5983, 0.4618], [-3.5838, -0.9799, -0.4961], [-3.8529, -1.8339, 0.9893], [-2.3527, -2.1015, 0.2419], [-3.2205, 0.3713, 1.7701], [-2.1319, -1.4880, 3.0482], [-1.1067, -0.1181, 3.0318], [-1.1241, -3.4449, 2.6528], [0.2723, -3.0371, 3.4252], [0.4696, -3.5777, 1.9367], [-2.2643, 0.8040, -0.3288], [-1.6756, 1.5238, 0.8663], [-0.6939, 2.0250, -2.8427], [-2.0725, 1.2953, -2.9451], [-3.0401, 1.2919, -1.8884], [-0.0929, 1.9297, -1.5417], [-0.7805, 3.0959, -3.0264], [-0.0078, 1.6013, -3.5762], [-1.9807, 0.2605, -3.2750], [-2.6613, 1.8078, -3.7058], [-3.9237, 1.1838, -2.2480], [-0.7242, 2.4154, -1.0058]],
  "forces_ev_per_angstrom": [[2.61, 0.65, -0.20], [-0.84, -0.14, 0.89], [1.15, -1.98, -3.87], [-1.48, -0.21, 0.57], [0.15, 0.23, 1.11], [0.14, 1.32, 0.60], [-0.85, -1.19, -1.18], [-1.41, 1.30, -1.02], [4.71, -1.95, 3.98], [-2.89, 2.54, -1.17], [0.28, -0.09, 0.11], [-1.12, -0.52, -0.29], [0.48, -0.05, 1.40], [-1.46, -1.03, -1.00], [1.13, 0.56, 0.13], [0.16, 0.18, 0.36], [0.59, -1.09, 1.36], [-1.56, 2.23, -3.11], [-1.31, -0.63, -0.50], [0.60, 0.17, -0.20], [1.38, -0.53, 2.01], [-0.18, -0.68, 1.37], [-1.41, -2.12, -0.36], [1.07, -0.72, 1.54], [-0.66, 0.43, -0.27], [-0.09, -1.63, 0.58], [0.56, 1.86, -0.84], [0.50, 0.24, 0.01], [-0.19, 0.08, 0.19], [0.11, 0.18, -0.61], [-0.08, -0.21, 0.51], [-0.24, -0.24, -0.27], [-0.04, 0.43, -0.21], [-0.49, 0.18, -0.65], [0.22, 1.78, 0.62], [-0.25, 0.62, -1.24], [-0.07, -0.42, -0.90], [0.95, 0.35, 0.62], [-0.88, -0.20, 0.81], [-0.96, -0.18, -2.02], [0.76, 0.57, 1.57], [-0.49, -0.47, 0.02], [-0.25, -0.01, -0.29], [-0.14, -0.15, 0.15], [0.61, 0.05, 0.16], [0.73, 0.16, -0.81], [0.19, 0.06, -0.19], [0.27, 0.27, 0.54]],
  "multiplicity": 2,
  "fmax_ha_per_bohr": 0.126,
  "homo_lumo_gap_ev": [8.32, 4.37],
  "s2": 0.7572,
  "charge": 0,
  "relative_energy_kcal_mol": 0.0
}

---

No. 2
{
  "formula": "C10H21NO2",
  "method": "wB97M-V/def2-TZVPD",
  "elements": ["C", "C", "N", "O", "C", "C", "C", "H", "H", "H", "H", "H", "H", "H", "H", "H", "H", "H", "C", "C", "O", "C", "C", "C", "H", "H", "H", "H", "H", "H", "H", "H", "H", "H"],
  "coordinates": [[0.8426, 0.3177, -1.8592], [0.9581, -0.4041, -0.5393], [0.5120, -1.6001, -0.6157], [0.7198, -2.5675, 0.3928], [2.0469, -0.0210, 0.4512], [3.2506, -0.7875, -0.0526], [2.3403, 1.4886, 0.4525], [-0.0389, 0.0728, -2.4326], [1.6732, 0.0328, -2.4388], [0.8891, 1.4481, -1.7576], [0.8978, -2.2833, 1.2984], [1.8126, -0.2238, 1.5300], [4.0255, -0.9110, 0.7698], [3.8788, -0.1855, -0.7887], [3.0281, -1.7130, -0.6398], [1.5216, 2.0947, 0.6963], [2.6752, 1.9304, -0.5964], [3.1017, 1.7779, 1.1766], [-0.7587, 0.2124, 1.7583], [-1.0741, 0.6049, 0.5381], [-0.7114, 1.8410, 0.0579], [-2.1642, 0.0114, -0.3913], [-2.3501, -1.4491, -0.0909], [-3.5653, 0.7075, 0.0152], [-1.2747, -0.6190, 2.2308], [0.0060, 0.8165, 2.4040], [-1.4490, 2.1136, -0.5984], [-1.8899, 0.3350, -1.3814], [-3.2136, -1.6702, -0.5628], [-2.4563, -1.6991, 0.9845], [-1.5589, -2.1030, -0.4329], [-3.7265, 1.7017, 0.0774], [-4.2203, 0.3740, -0.7509], [-3.7280, 0.3559, 1.0957]],
  "forces_ev_per_angstrom": [[-0.46, 2.25, 0.80], [0.94, -1.63, 0.07], [-0.33, -0.20, 0.04], [-0.05, 0.01, -0.72], [-0.30, 1.30, 0.10], [2.99, -0.04, -0.52], [1.62, 0.71, -2.18], [-0.26, -0.30, 0.12], [1.21, -0.36, -0.86], [-0.13, -1.49, 0.00], [0.14, 1.06, -0.08], [-0.05, -0.48, -1.16], [-1.06, -0.46, -0.82], [-1.09, -0.29, 0.66], [0.15, 0.48, 1.18], [-1.52, 0.53, 0.44], [-0.41, -1.23, 2.03], [0.33, -0.36, -0.07], [1.43, 1.05, 1.98], [-2.45, 1.05, -0.78], [-1.23, 0.97, -1.24], [0.10, 1.60, 3.47], [1.97, -0.11, 1.01], [1.99, -3.96, 1.47], [0.51, -0.06, -0.26], [-1.78, -1.08, -1.29], [1.98, -0.61, 1.56], [0.02, -0.64, -0.65], [-3.01, -1.49, -1.42], [-0.17, 0.63, -0.54], [0.05, 0.18, -0.33], [0.50, 3.68, -0.12], [-1.22, -0.77, -0.10], [-0.42, 0.05, -1.80]],
  "multiplicity": 1,
  "fmax_ha_per_bohr": 0.091,
  "homo_lumo_gap_ev": 9.23,
  "charge": 0,
  "smiles": "C/C(=N/O)C(C)C.C=C(O)C(C)C",
  "relative_energy_kcal_mol": 134.4
}

---

No. 3
{
  "formula": "C10H21NPS",
  "method": "wB97M-V/def2-TZVPD",
  "elements": ["C", "C", "C", "C", "C", "C", "C", "C", "C", "C", "N", "P", "S", "H", "H", "H", "H", "H", "H", "H", "H", "H", "H", "H", "H", "H", "H", "H", "H", "H", "H", "H", "H", "H"],
  "coordinates": [[-0.1699, 0.6633, 1.9472], [0.2196, -2.5396, 0.3456], [3.4955, -0.6879, -0.7049], [-0.9192, -0.0246, -2.5085], [-0.2007, 2.4685, -0.5617], [-1.4443, 0.4793, 2.7078], [-0.5871, -1.9204, -0.9271], [2.8326, 0.4709, -0.8025], [-2.7209, 1.0951, 2.0512], [-0.1768, -0.5924, -1.3320], [0.9335, 0.7322, 2.4727], [-0.5995, 0.6963, 0.0228], [-2.6561, 0.7652, 0.2371], [0.1141, -3.5697, 0.0738], [1.2435, -2.2130, 0.3551], [-0.3865, -2.3825, 1.2617], [4.0938, -1.2787, -1.3947], [1.7333, 0.6157, 1.8391], [3.7134, -0.8323, 0.2803], [-2.0106, 0.0352, -2.2489], [-0.2959, 0.8391, -2.9936], [-0.9457, -0.8145, -3.3369], [-0.9219, 2.5505, -1.3750], [0.8373, 2.5194, -0.9615], [-0.3860, 3.0346, 0.2688], [-1.5502, -0.6716, 2.8038], [-1.2777, 0.8154, 3.7913], [-1.7057, -1.9884, -0.8633], [-0.2631, -2.4948, -1.7277], [2.8028, 1.0223, 0.1942], [2.8058, 0.8544, -1.7894], [-2.8977, 2.1092, 2.0175], [-3.5747, 0.5758, 2.4624], [0.8650, -0.3320, -1.6046]],
  "forces_ev_per_angstrom": [[-1.86, -0.42, -1.75], [-3.04, 0.74, -1.51], [0.17, 1.40, -0.59], [-0.34, -0.53, -2.46], [1.03, -3.79, -2.19], [-0.64, -0.39, 1.66], [0.29, -0.90, 2.66], [1.86, -0.87, 0.98], [1.42, -2.93, -0.25], [0.56, 3.68, 0.40], [2.14, -0.31, 0.40], [0.33, 1.27, 0.28], [-0.15, -0.78, -0.29], [0.55, -0.86, 0.55], [0.28, 0.13, 0.25], [0.85, 0.09, -0.30], [-0.89, 0.13, -0.48], [-0.30, 0.43, 0.26], [0.76, -1.49, 2.62], [0.87, 0.95, -0.64], [-1.98, -1.08, 1.03], [0.28, 0.84, 1.05], [0.07, 0.59, 0.15], [-0.73, 0.17, 0.47], [-0.43, 1.88, 1.84], [-0.16, 1.76, -0.36], [-0.28, -0.23, -1.58], [1.02, -0.07, 0.20], [0.20, -1.53, -1.69], [-0.65, -0.26, -1.90], [-0.77, 1.25, -0.58], [0.15, 2.30, 0.99], [-0.34, -0.04, -0.17], [-0.26, -1.14, 0.93]],
  "multiplicity": 1,
  "fmax_ha_per_bohr": 0.087,
  "homo_lumo_gap_ev": 10.18,
  "charge": 1,
  "relative_energy_kcal_mol": 17.3
}

---

No. 4
{
  "formula": "C10H22AsNO5Ti",
  "method": "wB97M-V/def2-TZVPD",
  "elements": ["Ti", "C", "C", "C", "O", "C", "O", "O", "H", "H", "H", "H", "H", "H", "H", "N", "C", "O", "C", "C", "H", "H", "H", "H", "H", "H", "C", "As", "C", "C", "O", "H", "H", "H", "H", "H", "H", "H", "H", "H"],
  "coordinates": [[0.0562, -0.3071, 0.3848], [3.3680, 1.5984, 1.5639], [2.5943, 1.2194, 0.3259], [3.3587, 1.5116, -0.9495], [2.2605, -0.2280, 0.3586], [1.2440, 1.9542, 0.2604], [1.0693, 3.0020, 0.8105], [0.3313, 1.3101, -0.4959], [4.3813, 1.1940, 1.5210], [2.8696, 1.2419, 2.4668], [3.4245, 2.6815, 1.6311], [4.2660, 0.9078, -0.9869], [3.6417, 2.5648, -0.9700], [2.7522, 1.3093, -1.8324], [2.7393, -0.6186, 1.1079], [-3.6458, 0.9172, 1.1839], [-2.3698, 0.6008, 1.2032], [-1.9152, -0.2005, 0.3363], [-1.4535, 1.1620, 2.2552], [-0.2223, 0.2384, 2.3828], [-4.2468, 0.5456, 0.4650], [-4.0260, 1.5620, 1.8563], [-2.0223, 1.3091, 3.1769], [-1.1323, 2.1518, 1.9172], [-0.4966, -0.6614, 2.9418], [0.5643, 0.7486, 2.9370], [0.9413, -1.4091, -2.5085], [0.6178, -2.8136, -1.2542], [-0.8311, -3.8414, -1.9086], [2.1593, -3.8891, -1.0912], [0.2189, -2.2205, 0.2884], [0.8869, -1.8459, -3.5044], [1.9256, -0.9853, -2.3288], [0.1857, -0.6298, -2.4262], [-0.5294, -4.3475, -2.8230], [-1.6654, -3.1730, -2.1060], [-1.1124, -4.5641, -1.1474], [2.3598, -4.4000, -2.0303], [1.9691, -4.6090, -0.3000], [2.9965, -3.2512, -0.8214]],
  "forces_ev_per_angstrom": [[0.56, -0.94, 0.65], [0.09, -0.09, 0.08], [-0.04, -0.05, -0.05], [0.10, -0.02, -0.10], [0.41, 0.33, 0.05], [-0.07, -0.11, -0.49], [-0.15, 0.30, -0.01], [0.78, 1.16, 0.21], [-0.01, -0.01, 0.02], [-0.02, 0.01, -0.01], [0.03, 0.02, -0.01], [0.02, 0.01, 0.00], [-0.01, -0.03, 0.01], [-0.01, -0.03, 0.02], [-0.26, 0.12, -0.20], [-0.39, 0.20, 0.07], [0.31, -0.26, -0.02], [-1.16, 0.25, 0.11], [0.04, -0.21, 0.08], [-0.41, 0.48, 0.17], [0.03, 0.02, 0.00], [-0.02, -0.03, -0.02], [0.00, 0.05, 0.06], [-0.04, 0.06, -0.07], [0.03, -0.09, 0.00], [0.04, 0.01, 0.04], [0.08, 0.04, 0.00], [-0.20, -0.12, 0.23], [-0.15, -0.09, 0.02], [0.20, -0.11, 0.02], [0.18, -0.73, -0.75], [0.05, 0.02, -0.05], [0.03, 0.04, -0.03], [-0.07, 0.05, 0.00], [-0.03, -0.04, -0.04], [-0.06, -0.01, -0.02], [-0.04, -0.06, 0.00], [0.04, -0.03, -0.01], [0.06, -0.09, 0.03], [0.08, -0.02, 0.01]],
  "multiplicity": 2,
  "fmax_ha_per_bohr": 0.028,
  "homo_lumo_gap_ev": [7.93, 9.41],
  "s2": 0.7524,
  "charge": 1,
  "relative_energy_kcal_mol": 9.4
}

---

No. 5
{
  "formula": "C10H22BrOS",
  "method": "wB97M-V/def2-TZVPD",
  "elements": ["C", "C", "O", "C", "S", "C", "C", "C", "C", "C", "Br", "C", "C", "H", "H", "H", "H", "H", "H", "H", "H", "H", "H", "H", "H", "H", "H", "H", "H", "H", "H", "H", "H", "H", "H"],
  "coordinates": [[1.8160, -3.7801, -0.2024], [0.5949, -2.9189, 0.0134], [0.9741, -1.7757, 0.8065], [0.0041, -0.8220, 0.9204], [0.0275, 0.2559, -0.6118], [-1.6858, 0.7019, -1.1218], [-1.9392, -0.0149, -2.4428], [-2.7645, 0.4366, -0.0765], [-2.6544, 1.3050, 1.1691], [0.8677, 1.7393, 0.0721], [0.5010, 3.2893, -1.0007], [2.3590, 1.4273, 0.1492], [3.0366, 2.2883, 1.2119], [2.3916, -3.4561, -1.0672], [2.4584, -3.7261, 0.6759], [1.5261, -4.8190, -0.3478], [0.1861, -2.5614, -0.9413], [-0.1999, -3.4547, 0.5413], [-1.0121, -1.2131, 1.0101], [0.2402, -0.1694, 1.7602], [-1.6437, 1.7802, -1.2893], [-1.0955, 0.0696, -3.1262], [-2.1428, -1.0749, -2.2828], [-2.8094, 0.4363, -2.9193], [-2.8144, -0.6280, 0.1686], [-3.7069, 0.6563, -0.5837], [-3.5497, 1.2155, 1.7804], [-2.5499, 2.3565, 0.8948], [-1.8029, 1.0404, 1.7989], [0.4485, 1.9337, 1.0578], [2.7988, 1.6012, -0.8324], [2.4865, 0.3639, 0.3791], [4.1159, 2.2727, 1.0760], [2.7110, 3.3274, 1.1449], [2.8266, 1.9169, 2.2152]],
  "forces_ev_per_angstrom": [[0.06, 0.01, 0.04], [-0.12, 0.01, -0.09], [-0.05, 0.13, -0.03], [0.11, -0.20, 0.11], [0.12, 0.20, -0.27], [-0.35, 0.01, 0.12], [0.05, -0.08, 0.00], [0.05, 0.01, 0.00], [0.01, 0.05, -0.05], [-0.07, -0.12, 0.19], [0.03, 0.06, -0.05], [-0.01, 0.04, 0.08], [0.07, -0.01, -0.05], [0.02, 0.03, 0.02], [-0.04, -0.07, 0.03], [0.00, 0.01, -0.05], [0.00, -0.03, 0.03], [0.05, 0.04, 0.06], [0.02, 0.00, -0.04], [-0.03, 0.01, -0.04], [0.24, -0.06, -0.01], [-0.02, 0.07, -0.02], [-0.02, -0.01, -0.01], [-0.02, -0.06, 0.02], [-0.01, 0.03, -0.01], [-0.01, 0.00, -0.01], [0.01, -0.03, 0.04], [-0.01, 0.01, 0.01], [0.02, -0.04, 0.01], [-0.09, 0.00, -0.03], [-0.02, -0.08, -0.05], [0.06, 0.04, 0.02], [0.01, -0.02, 0.01], [0.03, -0.01, 0.00], [-0.07, 0.05, 0.00]],
  "multiplicity": 1,
  "fmax_ha_per_bohr": 0.007,
  "homo_lumo_gap_ev": 11.48,
  "charge": 1
}

---

No. 6
{
  "formula": "C10H22CeClIO3P",
  "method": "wB97M-V/def2-TZVPD",
  "elements": ["C", "C", "H", "H", "H", "O", "I", "Ce", "P", "C", "C", "H", "H", "H", "C", "H", "H", "H", "H", "H", "H", "C", "O", "Cl", "C", "C", "O", "C", "C", "H", "H", "H", "H", "H", "H", "H", "H", "H", "H"],
  "coordinates": [[0.8217, 1.5656, -1.2010], [-0.3373, 0.8008, -1.7841], [0.5763, 2.6388, -1.2789], [1.7814, 1.3910, -1.7032], [0.9364, 1.3352, -0.1362], [-1.5169, 1.0435, -1.4797], [-0.8017, -1.8218, -1.1544], [1.9436, -1.3835, 2.1038], [0.0728, 0.0462, -3.5176], [-1.5307, -0.5543, -4.0593], [0.6375, 1.2777, -4.6823], [2.1971, -0.6476, -2.5464], [1.9578, -1.2409, -4.1947], [1.1555, -2.0310, -2.8479], [1.4633, -1.0628, -3.2391], [1.7152, 1.4576, -4.6023], [0.4538, 0.8848, -5.6895], [-1.4780, -0.7336, -5.1404], [-2.3221, 0.1856, -3.8537], [0.1115, 2.2327, -4.6006], [-1.7642, -1.5091, -3.5463], [-1.8998, -0.6676, 0.8740], [-2.9946, -0.4039, 1.0863], [3.6806, -0.5122, 0.4357], [-1.4900, 1.5528, 3.2799], [-0.0075, 1.2789, 3.3633], [0.3534, -0.1114, 3.1965], [-0.2839, -1.0941, 4.0563], [0.6029, -2.3143, 4.3094], [-1.8246, 1.6218, 2.2456], [-1.6878, 2.5129, 3.7587], [-2.1014, 0.7997, 3.7767], [0.5579, 1.7968, 2.5920], [0.3958, 1.5830, 4.3351], [-0.5211, -0.5894, 4.9984], [-1.2314, -1.3916, 3.5612], [1.6585, -2.0852, 4.5370], [0.2206, -2.7657, 5.2199], [0.4994, -3.0857, 3.5277]],
  "forces_ev_per_angstrom": [[0.30, 0.09, 0.55], [-2.53, 1.95, -1.00], [0.01, -0.42, 0.01], [-0.27, -0.05, 0.14], [-0.01, 0.09, -0.09], [2.74, -0.07, -0.78], [1.24, -2.60, 0.78], [0.03, 0.55, -2.44], [-0.75, 0.25, 1.68], [-0.04, -0.89, -0.63], [0.28, 0.46, -0.44], [-0.21, 0.28, -0.05], [0.14, 0.12, -0.09], [0.00, 0.23, -0.20], [0.30, -0.79, -0.93], [-0.21, -0.05, 0.14], [0.02, 0.03, 0.13], [-0.11, 0.03, 0.15], [0.51, -0.13, 0.11], [-0.05, -0.18, 0.09], [0.02, 0.74, -0.54], [-1.66, 1.55, 2.75], [1.16, -0.69, -0.97], [-0.92, -0.33, 0.94], [-0.10, 0.14, -0.44], [-0.22, 0.96, 0.68], [1.04, -1.30, -0.42], [-1.10, 0.45, 0.03], [-0.40, 0.05, 0.01], [0.00, -0.03, 0.10], [0.03, -0.06, 0.02], [0.08, 0.06, 0.11], [-0.04, 0.09, -0.08], [-0.03, -0.09, -0.06], [0.14, -0.15, -0.10], [0.50, 0.07, 0.39], [-0.07, -0.01, 0.24], [0.07, -0.29, 0.06], [0.10, -0.08, 0.16]],
  "multiplicity": 2,
  "fmax_ha_per_bohr": 0.069,
  "homo_lumo_gap_ev": [4.64, 4.91],
  "s2": 0.7510,
  "charge": 2
}